{
  "formula": "H12O6",
  "method": "the ωB97M-V functional and the def2-TZVPD basis",
  "homo_ev": -11.39,
  "smiles": "O.O.O.O.O.O",
  "relative_energy_ev": 1.941,
  "fmax_ev_per_a": 0.40,
  "e_tot_ha": -458.6011,
  "mol_weight_da": 108.090,
  "symbols": ["O", "H", "H", "O", "H", "H", "O", "H", "H", "O", "H", "H", "O", "H", "H", "O", "H", "H"],
  "positions_angstrom": [[0.9469, 0.0809, 1.0521], [1.2195, -0.6989, 0.5555], [0.0363, 0.2299, 0.7734], [3.8131, -1.5372, -0.4133], [4.4145, -0.7932, -0.5306], [4.2360, -2.2584, -0.8928], [-4.0606, 1.4584, -0.9861], [-3.9104, 0.8282, -1.6997], [-3.2087, 1.8958, -0.8763], [2.6923, 3.0875, 0.2256], [2.0272, 3.3959, 0.8514], [2.2228, 2.4446, -0.3177], [-3.3047, -0.9058, 1.3072], [-2.5929, -1.3126, 1.8141], [-3.0611, -1.0684, 0.3889], [-0.4268, -1.7498, -0.7835], [-0.3292, -2.2273, 0.0480], [-0.7142, -0.8696, -0.5161]],
  "nbo_charge": [-0.930, 0.485, 0.444, -0.944, 0.474, 0.471, -0.928, 0.464, 0.464, -0.938, 0.468, 0.470, -0.926, 0.462, 0.465, -0.922, 0.471, 0.450]
}